ORCA calculation (ωB97M-V with the def2-TZVPD basis set) on a molecular structure, C38H59CaN9O4S3Si in a non-equilibrium geometry.

Structure (XYZ):
```
115
Properties=species:S:1:pos:R:3:forces:R:3
Ca -1.943175 -0.154454 -0.135819 -0.605 0.867 -0.874
C -3.055057 0.372324 5.609512 -0.042 0.108 -0.037
C -4.420072 0.248094 4.937859 0.127 0.003 -0.094
N -4.487621 0.796368 3.590906 0.008 0.022 -0.006
C -3.935854 0.253912 2.480613 0.117 -0.174 -0.076
S -4.378395 0.950006 0.960190 0.039 -0.162 0.180
N -3.087710 -0.751777 2.707454 -0.146 -0.150 0.115
N -2.691441 -1.395071 1.583657 -0.338 -0.536 0.911
C -1.757085 -2.276621 1.687658 -0.185 -0.120 0.086
C -1.010177 -2.534701 2.957060 0.011 -0.141 -0.037
C -1.473493 -3.072057 0.464930 -0.204 0.116 -0.133
C -0.895197 -4.330547 0.559110 0.102 -0.095 0.102
C -0.675258 -5.068586 -0.589721 0.064 -0.042 0.059
C -1.013754 -4.523793 -1.814225 0.027 -0.053 -0.018
C -1.595354 -3.268454 -1.822805 -0.076 0.108 0.126
N -1.846253 -2.561176 -0.724924 0.101 -0.344 -0.007
H -3.128564 0.069489 6.658491 0.012 0.016 -0.074
H -2.703161 1.407951 5.566035 -0.067 -0.141 0.019
H -2.327570 -0.259945 5.105566 0.030 0.026 -0.011
H -5.150002 0.805034 5.524514 -0.096 -0.027 0.000
H -4.731944 -0.799780 4.922714 0.035 -0.012 0.005
H -5.170142 1.505685 3.393846 0.023 0.083 0.049
H -1.126203 -1.662382 3.593896 0.005 0.017 0.064
H 0.045178 -2.714656 2.740220 -0.005 -0.047 0.021
H -1.408877 -3.392421 3.506715 0.021 -0.013 -0.015
H -0.639547 -4.731975 1.530651 0.034 0.016 -0.027
H -0.239324 -6.057898 -0.527503 0.013 0.016 0.003
H -0.830298 -5.051222 -2.740354 -0.030 0.014 0.008
H -1.872434 -2.808060 -2.764694 0.029 0.025 0.010
C -0.798491 3.598591 5.399366 0.044 -0.096 -0.007
N -0.164062 2.312728 5.185798 0.009 0.107 0.044
C 0.582673 1.592859 6.114662 -0.123 0.225 -0.001
C 0.997579 0.468512 5.510870 -0.034 -0.124 -0.214
N 0.492243 0.509341 4.221187 0.027 -0.209 0.063
C -0.227827 1.638698 4.003384 0.028 -0.093 0.099
S -1.012425 2.084052 2.596581 0.010 0.104 0.148
H -0.379215 4.053810 6.293776 -0.014 -0.018 0.004
H -1.876989 3.483840 5.508476 -0.005 -0.001 0.020
H -0.614490 4.232997 4.535778 0.031 0.020 -0.027
H 0.748566 1.945145 7.118481 -0.037 0.025 -0.077
H 1.595467 -0.346810 5.879201 -0.033 0.046 -0.053
H 0.655436 -0.155973 3.484200 0.027 -0.037 -0.076
C 0.079775 5.937536 -1.916711 -0.039 -0.046 0.030
C -0.470573 4.599374 -1.506709 0.043 0.074 -0.024
C 0.033440 3.415741 -2.029974 -0.026 0.054 -0.092
C -0.492895 2.209586 -1.609389 -0.115 -0.066 0.100
N -1.496256 2.108225 -0.728097 0.342 0.940 -0.271
C -1.990969 3.251114 -0.228926 0.040 -0.176 -0.152
C -1.507254 4.495977 -0.585572 -0.007 0.070 0.002
H 1.058498 5.834795 -2.383702 -0.015 0.002 0.000
H 0.172628 6.598960 -1.054544 0.000 -0.014 -0.018
H -0.588118 6.422508 -2.631998 0.010 -0.011 0.003
H 0.845624 3.426868 -2.748127 -0.014 -0.007 0.056
H -0.075527 1.271370 -1.964048 -0.008 0.073 0.051
H -2.803236 3.143854 0.479861 -0.003 -0.039 0.018
H -1.933486 5.385788 -0.135613 0.008 -0.061 -0.008
N -3.412358 -0.976014 -7.463938 -0.004 0.036 -0.033
C -3.186815 0.206425 -6.874032 -0.002 0.113 0.102
S -2.778574 1.533618 -7.762706 -0.021 -0.096 0.180
C -3.318380 0.219993 -5.371028 0.024 -0.029 -0.210
C -3.615580 -0.924606 -4.637631 -0.021 -0.022 -0.067
C -3.669378 -0.851484 -3.256329 -0.079 0.071 0.100
N -3.457850 0.271803 -2.573414 0.312 -0.027 0.022
C -3.223611 1.381020 -3.280714 -0.076 -0.099 0.038
C -3.137913 1.399314 -4.661760 -0.020 0.060 -0.085
H -3.338754 -1.020479 -8.465411 -0.014 -0.015 -0.027
H -3.720791 -1.788321 -6.964658 0.000 -0.029 0.005
H -3.805146 -1.882099 -5.102184 0.026 -0.038 0.061
H -3.898736 -1.731754 -2.665553 0.022 0.016 -0.008
H -3.098921 2.293819 -2.711474 0.046 -0.040 -0.013
H -2.924217 2.315267 -5.194788 -0.006 -0.003 0.019
C 2.158838 2.344210 0.496507 -0.104 -0.119 -0.111
C 3.130462 1.294602 1.023564 -0.079 -0.003 -0.098
C 4.458483 1.391024 0.269563 -0.101 -0.204 -0.034
C 3.366170 1.490049 2.511656 -0.092 0.016 0.159
O 2.568539 -0.021627 0.884216 0.205 0.066 -0.069
Si 1.708282 -0.722868 -0.343061 -0.212 0.031 -0.027
O 0.142159 -0.515138 -0.258589 0.830 -0.145 -0.006
O 2.320252 -0.074968 -1.749364 0.096 -0.018 -0.067
C 2.218540 -0.497856 -3.110137 -0.079 -0.020 0.114
C 2.133308 0.764844 -3.959667 0.055 0.098 0.007
C 0.980633 -1.364025 -3.346088 -0.051 0.054 0.183
C 3.477125 -1.279816 -3.469534 0.023 -0.084 0.060
O 2.078265 -2.338378 -0.281392 0.104 0.004 0.055
C 3.172061 -3.087741 0.257405 -0.063 0.116 -0.034
C 3.171729 -4.414749 -0.483306 -0.014 -0.103 -0.099
C 2.925686 -3.304298 1.747234 -0.082 0.103 0.040
C 4.523046 -2.401924 0.060303 -0.106 0.130 -0.137
H 2.493653 3.347813 0.772202 -0.005 -0.015 -0.035
H 1.160213 2.177679 0.911478 0.110 0.050 0.002
H 2.096021 2.277734 -0.593314 0.054 0.029 0.112
H 4.826570 2.419230 0.289356 -0.002 -0.023 0.018
H 4.314293 1.084299 -0.767700 0.013 0.047 0.024
H 5.212369 0.744035 0.723678 -0.004 0.014 -0.004
H 3.877614 2.437831 2.696018 -0.004 -0.035 0.012
H 3.981376 0.675198 2.903766 -0.016 0.048 -0.018
H 2.412460 1.499567 3.047335 0.163 0.044 -0.087
H 1.191268 1.289572 -3.780547 0.063 -0.035 -0.013
H 2.192018 0.520182 -5.022655 -0.021 0.022 0.022
H 2.959092 1.435557 -3.706762 -0.045 -0.040 -0.032
H 0.074857 -0.803559 -3.090693 0.051 -0.056 -0.068
H 1.008495 -2.255220 -2.712556 0.028 0.035 -0.062
H 0.930974 -1.668271 -4.394501 -0.019 0.004 0.020
H 4.363734 -0.699262 -3.204506 -0.028 -0.016 -0.032
H 3.504937 -1.500457 -4.539488 0.004 -0.005 0.036
H 3.501192 -2.223684 -2.919065 0.007 0.065 -0.029
H 2.207506 -4.910972 -0.365303 -0.004 0.000 0.008
H 3.959456 -5.069880 -0.103520 -0.035 0.001 -0.020
H 3.340620 -4.245869 -1.550492 0.002 -0.028 0.063
H 2.017908 -3.893657 1.899914 0.018 0.016 -0.007
H 2.803617 -2.331270 2.231663 0.031 -0.069 -0.003
H 3.767330 -3.824688 2.210282 -0.036 -0.017 -0.005
H 4.676394 -2.141740 -0.990366 -0.007 -0.041 0.084
H 5.326135 -3.071936 0.374799 -0.015 0.018 -0.006
H 4.572013 -1.488846 0.647522 0.029 0.048 0.030
```
Positions in Å, forces in eV/Å.

## Properties
Kohn-Sham gap	0.237	Eh
E_LUMO	-0.633	eV
ΔE to the lowest compared entry with this formula, charge and spin	27.3	kcal/mol
HOMO energy	-7.08	eV
spin multiplicity	1
E_tot	-120797.52265	eV